# 1
C17H28N4O8S3 | ωB97M-V with the def2-TZVPD basis set

Each line ends with the Löwdin charge.
Geometry (Å):
1 C 4.233 -4.982 0.380  -0.104
2 C 3.119 -3.968 0.697  -0.269
3 C 3.166 -2.745 -0.204  -0.206
4 C 1.903 -1.869 -0.099  -0.198
5 N 1.465 -1.734 1.302  0.033
6 C 0.109 -1.403 1.529  -0.193
7 C -0.127 -0.169 2.205  -0.009
8 C -1.356 0.281 2.544  -0.016
9 C -2.483 -0.505 2.188  -0.377
10 N -3.757 -0.232 2.406  -0.226
11 S -4.595 -1.470 1.779  0.996
12 N -3.394 -2.364 1.232  -0.236
13 C -2.247 -1.743 1.512  -0.280
14 C -0.938 -2.227 1.196  -0.155
15 N -0.697 -3.488 0.589  0.011
16 C -1.495 -4.648 1.028  -0.210
17 C -2.501 -5.135 -0.030  -0.249
18 C -3.825 -5.660 0.557  -0.108
19 H 4.600 -4.892 -0.636  0.061
20 H 3.864 -5.984 0.576  0.063
21 H 5.052 -4.833 1.075  0.064
22 H 2.133 -4.419 0.608  0.093
23 H 3.224 -3.687 1.735  0.096
24 H 4.004 -2.120 0.113  0.110
25 H 3.343 -3.028 -1.237  0.105
26 H 2.111 -0.890 -0.531  0.113
27 H 1.146 -2.331 -0.713  0.095
28 H 2.001 -0.956 1.666  0.112
29 H 0.733 0.438 2.451  0.111
30 H -1.497 1.224 3.048  0.112
31 H -0.670 -3.426 -0.416  0.109
32 H -2.007 -4.427 1.949  0.101
33 H -0.788 -5.460 1.184  0.106
34 H -2.745 -4.290 -0.665  0.087
35 H -2.046 -5.884 -0.671  0.095
36 H -4.586 -4.901 0.430  0.051
37 H -3.748 -5.857 1.620  0.066
38 H -4.154 -6.541 0.018  0.062
39 C -0.598 5.336 0.516  -0.159
40 C -1.367 4.146 1.049  -0.150
41 O -0.385 3.100 1.113  -0.209
42 S 1.044 3.722 1.469  0.578
43 O 1.277 3.583 2.861  -0.219
44 O 1.980 3.252 0.512  -0.226
45 O 0.686 5.245 1.162  -0.179
46 H -0.448 5.272 -0.558  0.106
47 H -1.065 6.285 0.759  0.138
48 H -2.182 3.845 0.398  0.138
49 H -1.750 4.327 2.056  0.135
50 C 1.400 5.424 -3.872  -0.155
51 C 0.355 5.648 -4.945  -0.158
52 O -0.660 6.421 -4.286  -0.186
53 S 0.016 7.389 -3.206  0.602
54 O 0.187 8.679 -3.762  -0.205
55 O -0.649 7.198 -1.967  -0.226
56 O 1.441 6.666 -3.155  -0.184
57 H 1.108 4.630 -3.181  0.133
58 H 2.383 5.206 -4.281  0.137
59 H -0.074 4.723 -5.317  0.136
60 H 0.750 6.232 -5.779  0.135

Summary:
orbital gap = 7.65 eV
highest occupied orbital energy = -0.2901 Ha

# 2
C17H28N6O4 | ωB97M-V with the def2-TZVPD basis set

Each line ends with the Löwdin charge.
Geometry (Å):
1 C 2.935 3.047 1.341  -0.050
2 C 3.249 2.648 -0.093  -0.191
3 O 3.077 1.241 -0.292  -0.024
4 C 4.021 0.438 0.196  -0.461
5 O 5.042 0.824 0.702  0.128
6 C 3.679 -1.038 0.040  -0.179
7 C 3.668 -1.479 -1.432  -0.134
8 C 2.438 -0.963 -2.173  -0.155
9 C 1.173 -1.353 -1.406  -0.152
10 N 1.227 -0.832 -0.059  -0.058
11 C 0.543 0.223 0.432  -0.458
12 O 0.677 0.597 1.584  0.037
13 C -0.468 0.876 -0.502  -0.059
14 C -1.039 2.146 0.136  -0.105
15 N -2.413 2.342 -0.217  -0.071
16 N -2.821 3.227 -1.128  0.039
17 N -4.080 3.133 -1.221  -0.051
18 N -4.557 2.203 -0.405  0.066
19 C -3.523 1.700 0.231  -0.298
20 C -3.508 0.614 1.240  -0.110
21 N -2.969 -0.601 0.643  -0.182
22 C -3.927 -1.240 -0.247  -0.153
23 C -3.251 -2.431 -0.923  -0.188
24 O -2.779 -3.360 0.024  -0.124
25 C -1.880 -2.750 0.919  -0.183
26 C -2.512 -1.558 1.638  -0.154
27 C 2.332 -1.370 0.703  -0.083
28 H 2.874 4.128 1.417  0.080
29 H 1.989 2.607 1.649  0.061
30 H 3.716 2.688 2.006  0.079
31 H 2.554 3.112 -0.796  0.122
32 H 4.277 2.920 -0.353  0.125
33 H 4.470 -1.579 0.567  0.153
34 H 3.669 -2.572 -1.457  0.121
35 H 4.579 -1.134 -1.925  0.124
36 H 2.484 0.122 -2.260  0.109
37 H 2.404 -1.389 -3.177  0.117
38 H 1.115 -2.447 -1.338  0.131
39 H 0.282 -1.001 -1.923  0.112
40 H -1.286 0.162 -0.640  0.103
41 H -0.012 1.105 -1.464  0.123
42 H -0.956 2.054 1.224  0.124
43 H -0.494 3.034 -0.189  0.130
44 H -4.530 0.477 1.624  0.135
45 H -2.854 0.906 2.067  0.131
46 H -4.255 -0.519 -0.998  0.124
47 H -4.812 -1.593 0.309  0.134
48 H -3.961 -2.969 -1.553  0.128
49 H -2.413 -2.073 -1.543  0.120
50 H -1.592 -3.520 1.636  0.130
51 H -0.987 -2.405 0.375  0.110
52 H -1.758 -1.080 2.268  0.124
53 H -3.343 -1.911 2.270  0.133
54 H 2.225 -2.459 0.764  0.137
55 H 2.283 -0.949 1.709  0.135

Summary:
energy relative to the best compared isomer or geometry (same formula, charge and spin) = 252.1 kJ/mol
orbital gap = 9.96 eV
highest occupied orbital energy = -0.3455 Ha

# 3
C17H28N9S2V | ωB97M-V with the def2-TZVPD basis set

Each line ends with the Löwdin spin population.
Geometry (Å):
1 V -0.532 0.229 -0.060  1.945
2 C -0.337 -3.541 -4.223  0.001
3 N -0.570 -2.176 -3.752  0.009
4 C -1.003 -1.155 -4.705  0.001
5 C -0.397 -1.820 -2.471  0.008
6 N -0.526 -0.607 -2.018  0.006
7 N -0.058 -2.855 -1.608  0.004
8 C 0.378 -2.744 -0.310  0.010
9 N 0.877 -3.879 0.211  0.008
10 N 0.276 -1.635 0.355  -0.002
11 H -0.470 -3.562 -5.299  0.000
12 H -1.054 -4.248 -3.797  0.000
13 H 0.685 -3.866 -4.018  0.000
14 H -1.168 -1.623 -5.668  0.000
15 H -0.241 -0.383 -4.831  0.000
16 H -1.941 -0.697 -4.385  0.000
17 H -0.699 0.052 -2.767  0.001
18 H -0.061 -3.783 -1.997  0.000
19 H 1.117 -4.670 -0.362  0.000
20 H 1.193 -3.900 1.166  0.000
21 H 0.697 -1.693 1.276  0.000
22 C -2.156 1.193 3.156  0.001
23 C -0.711 1.405 2.844  0.002
24 C 0.242 2.040 3.592  -0.007
25 C 1.484 1.970 2.880  -0.009
26 C 1.238 1.295 1.726  0.007
27 C 2.141 0.964 0.576  0.000
28 N -0.114 0.935 1.675  -0.019
29 H -2.389 1.622 4.128  0.000
30 H -2.410 0.132 3.195  0.000
31 H -2.810 1.668 2.420  0.000
32 H 0.077 2.493 4.557  0.000
33 H 2.434 2.377 3.191  0.000
34 H 2.960 1.679 0.517  0.000
35 H 1.642 1.047 -0.409  0.000
36 H 2.580 -0.033 0.641  0.000
37 C -0.116 5.021 -2.518  0.000
38 N -0.071 4.803 -1.075  0.001
39 C 0.323 5.737 -0.135  0.000
40 C 0.206 5.157 1.077  0.000
41 N -0.263 3.880 0.859  0.000
42 C -0.423 3.668 -0.451  0.001
43 S -1.051 2.283 -1.276  0.001
44 H 0.265 6.017 -2.721  0.000
45 H -1.140 4.943 -2.875  0.000
46 H 0.505 4.283 -3.021  0.000
47 H 0.645 6.723 -0.418  0.000
48 H 0.414 5.528 2.063  0.000
49 H -0.434 3.191 1.588  0.000
50 S -5.065 -0.292 0.436  0.007
51 C -4.237 -1.626 1.106  -0.001
52 C -2.903 -1.475 0.936  0.005
53 N -2.537 -0.319 0.280  0.003
54 C -3.597 0.392 -0.039  0.016
55 H -4.755 -2.436 1.591  0.000
56 H -2.143 -2.158 1.276  0.000
57 H -3.533 1.340 -0.550  0.000

Summary:
net charge = +2
energy relative to the best compared isomer or geometry (same formula, charge and spin) = 0.0 kJ/mol
orbital gap (spin up / spin down) = 6.84 / 7.81 eV
spin multiplicity = 3
highest occupied orbital energy (spin up / spin down) = -0.4809 / -0.4811 Ha

# 4
C17H28NO2P2RuTe | ωB97M-V with the def2-TZVPD basis set

Each line ends with the Löwdin spin population.
Geometry (Å):
1 Ru 0.316 -0.172 0.230  1.835
2 P 0.967 1.903 -0.011  0.121
3 C 2.611 1.562 -0.816  0.033
4 C 3.164 0.182 -0.751  0.014
5 N 2.236 -0.743 -0.425  0.045
6 C 2.547 -2.039 -0.478  0.009
7 C 3.878 -2.399 -0.639  0.002
8 C 4.885 -1.449 -0.845  0.007
9 C 4.498 -0.128 -0.931  0.000
10 C 1.435 -3.027 -0.357  0.033
11 P -0.170 -2.213 -0.686  0.076
12 H 5.211 0.694 -1.080  0.000
13 H 4.091 -3.426 -0.673  0.001
14 H 5.896 -1.724 -1.006  0.000
15 H 1.540 -3.844 -1.071  0.005
16 H 1.419 -3.456 0.654  0.000
17 H 2.256 1.676 -1.818  0.001
18 H 3.354 2.354 -0.786  0.003
19 H 1.030 1.052 -3.147  0.000
20 O 1.886 1.057 -3.485  0.002
21 H 2.061 1.914 -3.832  0.000
22 H -0.451 0.136 -1.580  0.012
23 O -0.423 0.397 -2.569  0.018
24 H -1.034 0.677 -3.295  0.001
25 C -0.423 -2.454 -2.449  -0.001
26 H -0.104 -3.459 -2.741  0.000
27 H -1.481 -2.272 -2.665  0.000
28 H 0.145 -1.674 -2.965  0.000
29 C -1.449 -3.219 0.135  0.024
30 H -2.435 -2.844 -0.185  0.000
31 H -1.320 -4.274 -0.154  0.001
32 H -1.365 -3.123 1.229  0.014
33 C 1.345 2.652 1.525  0.037
34 H 2.133 3.399 1.490  0.005
35 H 0.415 3.134 1.799  0.000
36 H 1.549 1.885 2.262  0.008
37 C 0.077 3.076 -1.018  0.012
38 H -0.716 3.387 -0.344  0.001
39 H 0.685 3.929 -1.315  0.002
40 H -0.335 2.532 -1.863  0.000
41 Te -0.351 -0.634 2.464  0.520
42 C -2.291 0.167 2.817  0.103
43 C -2.399 1.459 3.361  0.299
44 C -3.679 2.003 3.538  0.201
45 C -4.814 1.271 3.167  0.011
46 C -4.688 -0.014 2.612  0.251
47 C -3.412 -0.574 2.430  0.255
48 H -1.503 2.008 3.641  0.015
49 H -3.803 2.992 3.978  0.006
50 H -5.807 1.695 3.316  -0.003
51 H -5.581 -0.571 2.338  0.008
52 H -3.290 -1.569 1.998  0.011

Summary:
net charge = +3
orbital gap (spin up / spin down) = 6.64 / 4.10 eV
spin multiplicity = 5
highest occupied orbital energy (spin up / spin down) = -0.6379 / -0.6551 Ha